Density functional theory data (the ωB97M-V functional and the def2-TZVPD basis) for a 3-piece molecular cluster, C22H53BO6P overall.

Atoms and positions in Å:
C (-7.41, 1.99, 3.63)
C (-7.85, 1.79, 2.18)
C (-7.80, 0.30, 1.81)
C (-8.55, -0.01, 0.52)
C (-7.91, -1.12, -0.31)
C (-8.19, -2.53, 0.21)
C (-7.15, -3.07, 1.20)
C (-5.80, -3.40, 0.53)
B (-4.64, -2.24, 0.72)
P (-3.47, -2.09, -0.86)
C (-4.20, -0.76, -1.94)
C (-2.00, -1.14, -0.19)
H (-6.35, 1.75, 3.73)
H (-7.55, 3.02, 3.96)
H (-7.96, 1.34, 4.32)
H (-7.13, 2.32, 1.56)
H (-8.85, 2.20, 2.04)
H (-8.21, -0.25, 2.65)
H (-6.76, 0.04, 1.70)
H (-8.55, 0.90, -0.09)
H (-9.60, -0.24, 0.72)
H (-6.85, -0.93, -0.37)
H (-8.28, -1.06, -1.34)
H (-9.20, -2.60, 0.61)
H (-8.16, -3.20, -0.65)
H (-7.57, -3.99, 1.61)
H (-6.97, -2.36, 2.00)
H (-5.96, -3.66, -0.52)
H (-5.44, -4.31, 1.03)
H (-3.86, -2.58, 1.60)
H (-5.09, -1.12, 0.95)
H (-3.49, -0.46, -2.71)
H (-4.40, 0.13, -1.34)
H (-5.11, -1.10, -2.44)
H (-2.17, -0.93, 0.87)
H (-1.09, -1.71, -0.32)
H (-1.94, -0.16, -0.67)
C (4.85, 4.33, -1.65)
O (3.67, 3.77, -1.14)
C (2.50, 4.43, -1.58)
C (1.28, 3.56, -1.40)
O (1.11, 2.59, -2.42)
C (1.96, 1.45, -2.39)
C (1.62, 0.44, -1.31)
O (2.15, 0.86, -0.06)
C (1.52, 0.21, 1.02)
H (4.96, 5.39, -1.36)
H (5.69, 3.77, -1.25)
H (4.87, 4.26, -2.75)
H (2.60, 4.70, -2.64)
H (2.38, 5.35, -0.99)
H (0.40, 4.20, -1.48)
H (1.28, 3.10, -0.40)
H (3.01, 1.74, -2.33)
H (1.81, 0.96, -3.35)
H (2.07, -0.53, -1.57)
H (0.54, 0.33, -1.24)
H (0.45, 0.45, 1.05)
H (1.98, 0.57, 1.94)
H (1.64, -0.88, 0.96)
C (10.04, -3.25, -0.57)
O (8.81, -2.59, -0.41)
C (8.21, -2.89, 0.84)
C (7.14, -1.88, 1.18)
O (7.65, -0.65, 1.70)
C (8.20, 0.26, 0.76)
C (7.16, 1.00, -0.05)
O (6.68, 0.20, -1.11)
C (5.45, 0.67, -1.62)
H (9.92, -4.34, -0.54)
H (10.43, -2.98, -1.55)
H (10.76, -2.94, 0.20)
H (8.97, -2.89, 1.63)
H (7.75, -3.89, 0.78)
H (6.54, -2.29, 2.00)
H (6.48, -1.70, 0.34)
H (8.93, -0.22, 0.11)
H (8.73, 1.00, 1.37)
H (7.61, 1.91, -0.47)
H (6.33, 1.29, 0.61)
H (4.67, 0.65, -0.85)
H (5.16, 0.02, -2.44)
H (5.55, 1.69, -2.00)

Gap between HOMO and LUMO in Eh: 0.1957
Net charge: -1
E in eV: -45921.332
LUMO energy in Eh: 0.0781
Spin multiplicity: 1

Atom charges from the Löwdin analysis, given in e for atoms 1 to 5: number 1, C, carries -0.130; number 2, C, carries -0.273; number 3, C, carries -0.228; number 4, C, carries -0.214; number 5, C, carries -0.213

***

Density functional theory data (the ωB97M-V functional and the def2-TZVPD basis) for a 2-piece molecular cluster, C6H8BrNO2 overall.

Atoms and positions in Å:
C (1.26, -0.94, 2.45)
C (2.03, -1.46, 1.18)
C (1.12, -1.56, 0.04)
N (0.07, -1.59, -0.44)
O (-0.86, -1.72, -1.22)
H (1.44, 0.04, 2.61)
H (1.55, -1.50, 3.38)
H (0.26, -0.95, 2.26)
H (2.36, -2.46, 1.50)
H (2.77, -0.75, 0.94)
C (-0.63, 2.25, -1.79)
C (-1.79, 1.31, -1.25)
Br (-1.98, 0.83, 0.57)
C (-2.72, 0.85, -2.03)
O (-3.62, 0.52, -2.70)
H (-0.83, 2.17, -2.81)
H (0.30, 1.75, -1.55)
H (-0.73, 3.21, -1.16)

Energy above the lowest of the compared OMol25 structures with the same formula, charge and spin in eV: 4.9237
Gap between HOMO and LUMO in Eh: 0.3233
E in eV: -81974.311
LUMO energy in Eh: 0.0134
Spin multiplicity: 1
SMILES: CCC#[N+][O-].CC(Br)=C=O

Atom charges from the Löwdin analysis, given in e for atoms 1 to 5: number 1, C, carries -0.069; number 2, C, carries -0.173; number 3, C, carries 0.003; number 4, N, carries -0.133; number 5, O, carries -0.028

***

Density functional theory data (the ωB97M-V functional and the def2-TZVPD basis) for a 2-piece molecular cluster, C24H29F6N4 overall.

Atoms and positions in Å:
C (3.19, 2.60, 3.84)
C (2.18, 2.08, 4.87)
C (1.76, 0.67, 4.43)
N (2.28, 0.54, 3.06)
N (2.53, -0.65, 2.56)
C (1.96, -1.73, 2.96)
C (3.27, 1.57, 2.72)
H (2.88, 3.57, 3.44)
H (4.18, 2.72, 4.28)
H (2.60, 2.05, 5.88)
H (1.29, 2.73, 4.89)
H (2.16, -0.11, 5.10)
H (0.66, 0.55, 4.45)
H (2.09, -2.62, 2.33)
H (1.38, -1.81, 3.89)
H (3.04, 2.01, 1.74)
H (4.27, 1.12, 2.61)
C (2.44, 0.27, -5.89)
N (3.00, 0.16, -4.56)
C (4.42, -0.16, -4.51)
C (4.58, -1.63, -4.27)
F (5.87, -2.06, -4.21)
F (3.97, -2.00, -3.10)
F (3.95, -2.33, -5.28)
C (2.25, 0.33, -3.44)
C (2.88, 0.55, -2.18)
C (2.14, 0.57, -1.02)
C (0.72, 0.43, -1.04)
C (-0.02, 0.62, 0.15)
C (-1.36, 0.20, 0.37)
C (-2.23, 1.01, 1.16)
C (-3.53, 0.62, 1.42)
C (-3.98, -0.66, 1.02)
N (-5.25, -1.08, 1.33)
C (-5.52, -2.40, 1.85)
C (-6.41, -0.20, 1.21)
C (-6.83, -0.16, -0.23)
F (-7.91, 0.62, -0.48)
F (-5.78, 0.30, -1.00)
F (-7.11, -1.44, -0.67)
C (-3.10, -1.51, 0.28)
C (-1.87, -1.04, -0.12)
C (0.10, 0.21, -2.32)
C (0.83, 0.23, -3.49)
H (1.76, 1.14, -5.96)
H (3.26, 0.42, -6.59)
H (1.87, -0.62, -6.18)
H (4.84, 0.05, -5.50)
H (4.93, 0.37, -3.71)
H (3.95, 0.73, -2.13)
H (2.64, 0.70, -0.06)
H (0.46, 1.21, 0.93)
H (-1.87, 1.97, 1.51)
H (-4.21, 1.26, 1.98)
H (-4.77, -2.70, 2.59)
H (-6.50, -2.37, 2.35)
H (-5.56, -3.16, 1.06)
H (-7.24, -0.64, 1.77)
H (-6.16, 0.81, 1.52)
H (-3.48, -2.49, -0.03)
H (-1.25, -1.63, -0.79)
H (-0.99, 0.09, -2.37)
H (0.34, 0.14, -4.46)

Energy above the lowest of the compared OMol25 structures with the same formula, charge and spin in eV: 0.0000
Gap between HOMO and LUMO in Eh: 0.2166
Net charge: +1
E in eV: -47616.379
LUMO energy in Eh: -0.1723
Spin multiplicity: 1

Atom charges from the Löwdin analysis, given in e for atoms 1 to 5: number 1, C, carries -0.160; number 2, C, carries -0.160; number 3, C, carries -0.163; number 4, N, carries -0.203; number 5, N, carries -0.044